# 1
{"formula": "C9H21O12V", "method": "wB97M-V/def2-TZVPD", "e_homo_ha": [-0.2821, -0.3186], "multiplicity": 3, "orbital_gap_ev": [8.373, 9.363], "e_above_lowest_kj_mol": 0.00, "symbols": ["V", "O", "O", "O", "O", "O", "O", "O", "O", "O", "O", "O", "O", "C", "C", "C", "C", "C", "C", "C", "C", "C", "H", "H", "H", "H", "H", "H", "H", "H", "H", "H", "H", "H", "H", "H", "H", "H", "H", "H", "H", "H", "H"], "xyz": [[0.2599, -0.8431, 0.1387], [3.2747, 0.0805, 2.8273], [-0.1982, 1.3690, 0.2957], [-1.4939, -0.0071, -3.5341], [1.6971, -0.0603, -0.9159], [-2.7908, -1.5791, -2.8230], [-0.0771, 3.3730, -0.6740], [2.3156, -1.7256, 3.5189], [-0.9840, -1.0742, -1.6244], [-2.0280, 2.5845, -0.2538], [-1.4296, -0.9977, 1.0383], [1.3106, -0.4796, 1.9585], [0.8587, -2.6649, 0.0953], [2.2227, -0.6992, 2.7069], [1.3385, 3.2403, -0.6480], [1.1687, -2.5744, 3.5492], [-3.1076, -2.5995, -1.8762], [-0.7413, 2.3397, -0.1628], [3.3076, 1.1744, 1.9101], [-1.6897, -0.8877, -2.5780], [-0.3265, 0.8141, -3.4157], [-2.9208, 1.6134, 0.3016], [-3.7278, -3.3292, -2.3904], [-3.6656, -2.1866, -1.0361], [-3.8591, 2.1395, 0.4734], [-2.0643, -1.3052, 1.6774], [1.0433, -3.1051, 2.6061], [-0.4921, 1.6014, -2.6826], [1.6508, 2.3265, -1.1500], [3.4400, 0.8204, 0.8852], [0.5380, 0.2255, -3.1169], [0.2506, -2.0010, 3.6905], [2.2518, 0.1170, -1.6683], [1.7319, 4.1214, -1.1445], [-2.2116, -3.0826, -1.4899], [2.3850, 1.7521, 1.9473], [1.7108, 3.1942, 0.3746], [1.3581, -3.4682, 0.1930], [-3.0789, 0.7956, -0.3944], [4.1583, 1.7874, 2.1906], [1.3093, -3.2693, 4.3686], [-2.5246, 1.2197, 1.2294], [-0.1709, 1.2504, -4.3973]], "lowdin_spin": [1.867, 0.001, 0.007, 0.002, 0.027, 0.002, 0.000, 0.002, 0.007, 0.000, 0.029, 0.010, 0.034, 0.003, 0.000, 0.000, 0.000, 0.001, 0.000, 0.003, 0.000, 0.000, 0.000, 0.000, 0.000, 0.001, 0.000, 0.000, 0.000, 0.000, 0.000, 0.000, 0.001, 0.000, 0.000, 0.000, 0.000, 0.000, 0.000, 0.000, 0.000, 0.000, 0.000]}

---

# 2
{"formula": "C2H6BrOP", "method": "wB97M-V/def2-TZVPD", "e_homo_ha": [-0.3273, -0.3048], "orbital_gap_ev": [8.367, 7.991], "e_above_lowest_kj_mol": 520.16, "symbols": ["Br", "P", "O", "C", "C", "H", "H", "H", "H", "H", "H"], "xyz": [[-2.3337, -1.3727, 0.4625], [0.0486, -0.6569, -1.3402], [0.9433, 0.7212, -1.7403], [0.7983, 0.0049, 1.5172], [-1.2253, 0.0223, -0.2850], [-0.6054, -0.4955, -2.6483], [1.6381, 0.1324, 0.8936], [1.3676, 0.8647, -0.8683], [0.5780, -1.0038, 1.7843], [-1.5415, 0.9626, 0.2231], [0.3321, 0.8208, 2.0013]], "mulliken_charge": [-0.121, 0.090, -0.480, -1.202, -0.317, 0.039, 0.475, 0.315, 0.370, 0.463, 0.368]}

---

# 3
{"formula": "C35H58HgN3OP2", "method": "wB97M-V/def2-TZVPD", "e_homo_ha": -0.3225, "charge": 1, "orbital_gap_ev": 6.133, "e_above_lowest_kj_mol": 10.37, "symbols": ["Hg", "P", "P", "O", "N", "N", "N", "C", "C", "C", "C", "C", "C", "C", "C", "C", "C", "C", "C", "C", "C", "C", "C", "C", "C", "C", "C", "C", "C", "C", "C", "C", "C", "C", "C", "C", "C", "C", "C", "C", "C", "C", "H", "H", "H", "H", "H", "H", "H", "H", "H", "H", "H", "H", "H", "H", "H", "H", "H", "H", "H", "H", "H", "H", "H", "H", "H", "H", "H", "H", "H", "H", "H", "H", "H", "H", "H", "H", "H", "H", "H", "H", "H", "H", "H", "H", "H", "H", "H", "H", "H", "H", "H", "H", "H", "H", "H", "H", "H", "H"], "xyz": [[0.2765, 0.4088, 0.3846], [-2.3389, -0.7242, -0.1706], [2.7054, 0.0345, 0.2091], [-0.0959, 3.6439, 2.0554], [0.4358, -1.8220, -0.8829], [0.0167, -1.3103, 2.4690], [-0.4009, 1.2579, -1.8959], [-3.2827, 1.9076, 0.1007], [2.8730, 0.2602, -2.5714], [1.6760, -2.4116, -0.7954], [-0.2025, 4.2530, -3.5615], [-3.3761, -1.5296, 2.3034], [-0.9916, 0.5484, 5.5276], [2.9432, 2.4066, -1.2731], [0.4123, -1.7762, 4.7976], [-0.4533, -0.2993, 6.4999], [3.6540, 0.4521, 1.7925], [-0.1829, -0.9590, 3.8260], [4.9685, -0.3374, 1.7954], [4.9278, 0.8387, -1.2734], [-0.3130, 1.9521, -2.8279], [-0.3587, -3.6265, -2.2538], [-5.1288, 0.2449, -0.2006], [3.3920, 0.9310, -1.2934], [1.8575, -3.7185, -1.3458], [-3.6662, 0.8519, -2.1260], [0.7706, 2.3083, -4.9359], [3.8492, 1.9810, 1.9233], [-3.6949, 0.6081, -0.6161], [-0.8514, 0.2327, 4.1665], [2.8781, 0.0111, 3.0392], [-4.3199, -2.7600, 0.3481], [-1.7510, 2.5349, -4.6509], [-0.5328, -2.3999, -1.5969], [-0.3710, 2.7972, -4.0313], [-3.0380, -2.1418, 0.9251], [-2.0306, -3.3130, 1.0380], [0.8443, -4.3147, -2.0797], [2.7320, -1.6982, -0.1611], [0.2579, -1.4497, 6.1375], [-0.2152, 2.5453, 1.7472], [-1.8792, -1.6511, -1.7040], [-2.6664, 1.1396, -2.4643], [5.6450, -0.0880, 0.9725], [-0.9824, -3.0306, 1.1863], [3.5080, 0.2130, 3.9165], [0.9686, -5.2935, -2.5279], [4.2733, 2.1848, 2.9197], [1.9437, 0.5607, 3.1894], [-4.3410, 1.6872, -2.3680], [-1.8750, 1.4508, -4.8034], [2.6507, -1.0595, 3.0339], [-0.2563, 5.0045, -4.3595], [2.8833, 2.5119, 1.8665], [0.8200, 2.7861, -5.9230], [1.7386, 2.4752, -4.4340], [-0.9987, 4.4895, -2.8368], [-2.3108, 2.2646, -0.2625], [0.7706, 4.3703, -3.0578], [3.3981, 2.9715, -0.4472], [0.5801, -2.1406, 2.3185], [-3.7721, -2.3212, 2.9586], [-3.2327, 1.7791, 1.1917], [-1.4975, 1.4652, 5.8289], [3.2708, 2.8760, -2.2148], [1.8490, 2.4948, -1.2093], [2.8146, -4.2033, -1.1879], [-2.6807, -2.3462, -1.9864], [1.0596, -2.6011, 4.4528], [-5.5214, -0.6154, -0.7603], [-1.9187, 3.0232, -5.6179], [-2.5331, 2.8859, -3.9611], [-1.8103, -0.9406, -2.5409], [5.2990, 1.2608, -2.2197], [-4.2314, -3.0044, -0.7176], [5.4942, -0.1126, 2.7330], [5.2697, -0.2059, -1.2189], [3.2267, 0.8379, -3.4363], [-5.7768, 1.1016, -0.4510], [-0.5993, -0.0931, 7.5583], [-3.9997, -0.0240, -2.6979], [4.7658, -1.4157, 1.7718], [-4.0374, 2.6816, -0.1165], [1.7801, 0.2316, -2.5999], [-0.8497, -1.3929, 1.9325], [-4.1446, -0.7456, 2.2330], [5.3858, 1.4210, -0.4592], [0.6465, 1.2246, -5.1013], [-2.3239, -3.9512, 1.8867], [-5.2428, 0.0773, 0.8800], [4.5431, 2.4095, 1.1875], [-5.2065, -2.1389, 0.5093], [3.6370, -2.2738, 0.0571], [-1.1785, -4.0243, -2.8543], [-2.5119, -1.0883, 2.8152], [-4.5009, -3.7002, 0.8898], [3.2650, -0.7568, -2.6714], [-1.1392, 0.9534, 3.3719], [0.7107, -2.0967, 6.8724], [-2.0533, -3.9362, 0.1350]], "mulliken_charge": [3.438, 0.639, -0.439, -0.271, 1.295, 0.695, 0.186, -1.545, -1.539, -0.069, -1.527, -1.307, -1.018, -1.354, -0.332, -0.604, 2.260, -0.523, -1.783, -1.951, -0.977, -0.908, -1.980, 2.297, -1.132, -1.504, -1.302, -1.859, 2.260, 0.822, -1.855, -1.816, -1.542, -0.875, 1.745, 1.556, -1.614, -0.847, -1.112, -0.801, 0.064, -0.759, -0.321, 0.304, 0.230, 0.745, 0.422, 0.542, 0.138, 0.632, 0.332, 0.232, 0.403, 0.229, 0.427, 0.168, 0.356, -0.039, 0.318, 0.266, 0.191, 0.470, 0.202, 0.412, 0.561, -0.045, 0.527, 0.541, 0.370, 0.385, 0.413, 0.349, 0.717, 0.537, 0.231, 0.525, 0.374, 0.604, 0.527, 0.398, 0.308, 0.356, 0.618, -0.026, -1.266, 0.188, 0.301, 0.341, 0.571, 0.328, 0.310, 0.434, 0.217, 0.522, 0.036, 0.518, 0.337, 0.256, 0.435, 0.430]}

---

# 4
{"formula": "C10H16", "method": "wB97M-V/def2-TZVPD", "e_homo_ha": -0.3328, "smiles": "CCc1ccccc1.CC", "orbital_gap_ev": 10.049, "e_above_lowest_kj_mol": 139.57, "symbols": ["C", "C", "C", "C", "C", "C", "C", "C", "C", "C", "H", "H", "H", "H", "H", "H", "H", "H", "H", "H", "H", "H", "H", "H", "H", "H"], "xyz": [[-0.5205, -0.7351, -1.0012], [2.1576, -0.9644, 2.0024], [-2.7123, -1.2633, -1.9010], [2.0728, -1.5256, 3.4315], [-0.0199, 1.5851, -0.2524], [-3.0559, 0.0796, -1.9443], [-0.8808, 0.6186, -1.0778], [-1.4514, -1.6831, -1.4785], [-2.1410, 1.0120, -1.4946], [0.9476, 2.3493, -1.1663], [-1.2092, -2.7267, -1.3505], [2.3746, 0.1080, 2.0713], [1.8466, -0.6671, 4.0900], [-3.4251, -2.0164, -2.2165], [-4.0415, 0.2531, -2.3465], [1.1025, -2.0059, 3.5149], [1.9764, 1.9891, -0.9932], [1.2229, -0.9648, 1.4465], [-2.4500, 2.0407, -1.3427], [-0.5220, 2.3072, 0.3908], [2.9810, -1.2678, 1.3576], [0.4604, 0.9582, 0.5026], [1.1363, 3.4091, -0.9867], [2.9801, -1.9235, 3.8630], [0.6999, 2.1884, -2.2119], [0.4709, -1.1547, -0.9063]], "mulliken_charge": [-0.410, -0.578, -0.384, -0.989, 0.028, -0.485, 0.260, -0.603, -0.298, -1.150, 0.378, 0.288, 0.265, 0.335, 0.366, 0.310, 0.283, -0.002, 0.353, 0.431, 0.388, -0.177, 0.322, 0.318, 0.346, 0.407]}

---

# 5
{"formula": "C4H2N2S", "method": "wB97M-V/def2-TZVPD", "e_homo_ha": -0.3563, "smiles": "N#C/C=C\\SC#N", "orbital_gap_ev": 9.282, "e_above_lowest_kj_mol": 190.95, "symbols": ["S", "N", "N", "C", "C", "C", "C", "H", "H"], "xyz": [[1.9949, -1.5544, 0.2749], [3.8130, 0.4327, -0.4539], [2.3538, 2.0475, 0.5055], [3.1689, -0.4828, -0.2372], [1.4341, 1.5469, 0.0711], [0.5163, -0.6771, -0.0403], [0.3880, 0.6896, -0.2156], [-0.2338, -1.4428, -0.0396], [-0.4762, 1.2790, -0.7263]], "mulliken_charge": [-0.073, -0.334, -0.351, 0.380, 0.388, -0.203, -0.391, 0.335, 0.251]}

---

Copy entry 2 word for word.
{"formula": "C2H6BrOP", "method": "wB97M-V/def2-TZVPD", "e_homo_ha": [-0.3273, -0.3048], "orbital_gap_ev": [8.367, 7.991], "e_above_lowest_kj_mol": 520.16, "symbols": ["Br", "P", "O", "C", "C", "H", "H", "H", "H", "H", "H"], "xyz": [[-2.3337, -1.3727, 0.4625], [0.0486, -0.6569, -1.3402], [0.9433, 0.7212, -1.7403], [0.7983, 0.0049, 1.5172], [-1.2253, 0.0223, -0.2850], [-0.6054, -0.4955, -2.6483], [1.6381, 0.1324, 0.8936], [1.3676, 0.8647, -0.8683], [0.5780, -1.0038, 1.7843], [-1.5415, 0.9626, 0.2231], [0.3321, 0.8208, 2.0013]], "mulliken_charge": [-0.121, 0.090, -0.480, -1.202, -0.317, 0.039, 0.475, 0.315, 0.370, 0.463, 0.368]}